No. 1
C15H8Cl2NOS2V | the ωB97M-V functional and the def2-TZVPD basis

Calculated values
spin multiplicity	3
highest occupied orbital energy (spin up / spin down)	-7.314 / -7.703	eV
frontier orbital gap (spin up / spin down)	6.17 / 6.52	eV

Atoms and positions in Å:
V 0.17324 -0.46537 0.62361
Cl -0.61073 -4.89452 -0.74786
C -0.83802 -3.50979 -1.73741
C -1.28685 -3.63488 -3.05728
C -1.47162 -2.53054 -3.85698
Cl -2.02533 -2.75705 -5.46924
C -1.21618 -1.21901 -3.38094
C -1.36295 -0.00955 -4.08986
C -1.06320 1.17231 -3.45198
C -0.62079 1.16684 -2.12247
N -0.47203 0.05625 -1.42948
C -0.76336 -1.11328 -2.04481
C -0.57015 -2.25390 -1.21170
O -0.15333 -1.95204 -0.02715
H -1.48637 -4.62430 -3.43687
H -1.70460 -0.02077 -5.11315
H -1.16653 2.11122 -3.97051
H -0.38266 2.09143 -1.61256
S 0.83957 -0.91857 2.72479
C 1.17497 0.66487 3.38029
C 1.62157 0.78301 4.69468
C 1.89202 2.02668 5.23054
C 1.71994 3.17010 4.46026
C 1.27727 3.06467 3.15487
C 1.00152 1.81877 2.60359
S 0.43827 1.69154 0.94096
H 1.74999 -0.11537 5.27951
H 2.23795 2.11287 6.24975
H 1.92972 4.14590 4.87337
H 1.13868 3.94249 2.54404

How is the electron density shared among the atoms? According to Mulliken, the charges in e are: V 0.82; Cl -0.19; C 0.32; C -0.74; C 0.71; Cl -0.24; C 0.10; C -0.64; C -0.78; C -0.02; N -0.24; C 0.63; C 0.05; O -0.79; H 0.45; H 0.43; H 0.40; H 0.34; S -0.58; C 0.53; C -0.67; C -0.46; C -0.60; C -0.61; C 0.76; S -0.49; H 0.39; H 0.36; H 0.35; H 0.40

No. 2
C15H8F6N3O8W | the ωB97M-V functional and the def2-TZVPD basis

Calculated values
highest occupied orbital energy (spin up / spin down)	-11.850 / -11.859	eV
net charge	+1
frontier orbital gap (spin up / spin down)	6.88 / 6.90	eV

Atoms and positions in Å:
W 0.48339 0.16194 -0.76147
O -0.41849 -0.77376 3.17575
C -0.25601 -0.77342 1.89007
O 0.40554 0.09810 1.28000
C -0.83960 -1.83012 1.08084
C -1.62023 -2.91780 1.45505
C -2.08242 -3.75766 0.46045
C -1.75460 -3.50852 -0.87571
C -0.97488 -2.41325 -1.16245
N -0.54027 -1.59033 -0.20429
C -0.51829 -1.95248 -2.50747
O -0.65902 -2.47878 -3.54953
O 0.15542 -0.73757 -2.34423
H 0.00080 0.00022 3.59010
H -1.85648 -3.08982 2.49568
H -2.69825 -4.60805 0.71670
H -2.09910 -4.14599 -1.67845
F -1.03123 2.49369 0.07270
C -1.36247 1.25805 -0.40724
F -2.15711 0.68264 0.58807
C -2.31507 1.44402 -1.59613
F -1.64309 2.01995 -2.60256
F -2.71451 0.21675 -2.00769
F -3.38287 2.16183 -1.32073
F 4.69029 6.49576 -2.27954
C 4.27014 5.52755 -1.47719
C 4.39242 4.24462 -1.81363
N 3.94061 3.24353 -0.96373
C 4.05802 1.83385 -1.28178
C 2.72956 1.16043 -1.08401
O 2.60608 0.02723 -0.53476
O 1.63549 1.69597 -1.51803
C 3.32928 3.52184 0.24003
O 2.87655 2.61705 0.92747
N 3.22871 4.84465 0.55338
C 3.65398 5.94276 -0.21383
O 3.49899 7.07127 0.15954
H 4.84066 3.93146 -2.74508
H 4.78563 1.33114 -0.64471
H 4.35435 1.72460 -2.32526
H 2.76675 5.05849 1.42730

How is the electron density shared among the atoms? According to Mulliken, the charges in e are: W 1.44; O -0.46; C 0.39; O -0.63; C 0.72; C -0.66; C -0.45; C -0.61; C 0.84; N -0.08; C 0.03; O -0.46; O -0.61; H 0.41; H 0.55; H 0.47; H 0.52; F -0.27; C 0.39; F -0.32; C 0.61; F -0.23; F -0.23; F -0.23; F -0.28; C 0.18; C 0.04; N 0.14; C -0.78; C 1.18; O -0.64; O -0.73; C 0.43; O -0.65; N -0.06; C 0.33; O -0.55; H 0.37; H 0.27; H 0.42; H 0.24